[1]
10
Properties=species:S:1:pos:R:3:forces:R:3:nbo_charge:R:1 method="wB97M-V/def2-TZVPD" e_above_lowest_kj_mol=66.4 spin_multiplicity=1 homo_lumo_gap_ev=10.44 total_energy_ha=-174.954244 lumo_ev=-3.892 total_charge=+1
Cs 0.853164 2.468947 1.606119 -0.04 0.34 0.21 0.9933
C 0.369063 0.085518 -1.011211 0.11 0.45 1.03 -0.6075
C -0.281585 -0.702897 0.099067 -0.94 -1.40 -0.68 -0.0873
O -1.167743 0.062460 0.930021 0.43 0.71 -0.33 -0.7373
H 0.822405 0.950987 -0.526886 0.52 0.03 -0.74 0.1287
H -0.355286 0.450563 -1.734565 -0.06 -0.08 -0.01 0.2361
H 1.110890 -0.545583 -1.493422 0.13 0.21 -0.12 0.2445
H 0.389889 -1.268979 0.749315 0.36 0.20 -0.27 0.1738
H -0.865085 -1.454892 -0.452303 -0.18 -0.06 0.61 0.1948
H -0.875711 -0.046124 1.833866 -0.33 -0.41 0.28 0.4608

---

[2]
11
Properties=species:S:1:pos:R:3:forces:R:3:lowdin_charge:R:1 method="wB97M-V/def2-TZVPD" e_above_lowest_kj_mol=132.2 spin_multiplicity=1 homo_lumo_gap_ev=11.22 total_energy_ha=-250.166706 lumo_ev=-3.415 total_charge=+1
Cs -1.935323 -0.076307 -2.032006 -3.32 2.98 -2.86 1.4086
C 0.176087 0.701413 0.654424 -1.26 -0.36 -0.76 -0.2216
C 0.364187 -0.790287 0.223434 1.41 0.83 0.17 -0.1910
O -0.478713 -1.299597 -0.820196 1.83 -1.44 2.08 -0.5897
O 0.346887 1.645543 -0.424076 -0.04 -1.12 0.10 -0.1127
H 0.849277 0.954513 1.473484 0.20 -0.51 -0.04 0.1344
H -0.839883 0.814843 1.032654 -0.22 0.03 0.27 0.1109
H 0.193877 -1.419797 1.096824 0.51 0.18 0.12 0.1357
H 1.370417 -0.812187 -0.195046 0.27 -0.47 0.53 0.1316
H -0.355433 -2.238217 -0.979526 0.54 -0.33 0.45 0.0974
H 0.308617 2.520083 -0.029966 0.08 0.21 -0.06 0.0965

---

[3]
11
Properties=species:S:1:pos:R:3:forces:R:3:nbo_charge:R:1 method="wB97M-V/def2-TZVPD" e_above_lowest_kj_mol=190.2 spin_multiplicity=1 homo_lumo_gap_ev="6.99 / 5.92" total_energy_ha=-620.537364 lumo_ev="-8.088 / -8.795" total_charge=+1
C 2.582501 0.675862 -0.027970 -1.69 -0.08 -0.10 0.0482
C -2.074215 -0.892476 0.170676 0.93 -1.66 -0.47 -1.0182
F -0.351396 0.479616 -1.497022 -0.22 -1.32 1.21 -0.5589
F -0.417037 1.132116 0.768905 -0.23 -1.74 -0.38 -0.5702
P -0.384942 -0.294563 -0.056528 0.62 3.12 -0.83 1.5714
H 3.170654 0.885616 0.844432 0.09 0.21 0.54 0.2048
H 1.725630 1.357171 -0.283017 1.22 -0.68 -0.13 0.2392
H 2.873498 -0.221389 -0.566191 -0.21 0.28 -0.48 0.2172
H -2.388183 -1.679941 -0.566627 0.67 0.62 0.56 0.2980
H -2.733945 -0.066650 0.045782 -0.62 0.77 0.42 0.2886
H -2.002567 -1.375365 1.167563 -0.58 0.49 -0.34 0.2798

---

[4]
15
Properties=species:S:1:pos:R:3:forces:R:3:nbo_charge:R:1 method="wB97M-V/def2-TZVPD" spin_multiplicity=1 homo_lumo_gap_ev=4.70 total_energy_ha=-1124.901733 lumo_ev=-2.280 total_charge=-1
Tl -12.173434 -20.124933 -4.993286 2.49 0.69 0.02 1.4689
F -9.884439 -21.806413 -5.950059 -1.48 0.66 0.58 -0.6223
F -11.016146 -18.791129 -2.734886 -1.00 -1.00 -1.01 -0.6813
F -9.727431 -18.516662 -5.620950 -1.40 -0.68 0.10 -0.5332
F -14.626226 -19.933959 -6.637233 1.61 -0.15 1.21 -0.6977
C -12.572875 -21.347220 -0.091701 0.17 1.64 -0.69 -0.8392
S -11.804507 -22.357096 -1.517343 -0.18 -0.41 1.34 1.2285
O -12.298624 -21.872843 -2.845286 -0.13 0.52 0.04 -0.9861
C -10.039199 -21.915138 -1.397124 -0.55 1.01 -0.55 -0.8307
H -12.781755 -21.739964 0.903394 0.38 -1.09 -0.41 0.2307
H -13.508166 -20.897600 -0.425116 -0.25 -0.65 -0.58 0.2481
H -12.038939 -20.416600 0.100549 0.75 -0.12 -0.27 0.2414
H -9.530175 -22.258395 -0.496476 -0.34 -0.25 -0.08 0.2276
H -9.971098 -20.831634 -1.494487 -0.09 0.23 0.13 0.2801
H -9.606712 -22.288713 -2.325298 0.03 -0.39 0.15 0.2650

---

[5]
15
Properties=species:S:1:pos:R:3:forces:R:3:nbo_charge:R:1 method="wB97M-V/def2-TZVPD" spin_multiplicity=1 homo_lumo_gap_ev=8.81 total_energy_ha=-1135.495216 lumo_ev=-0.809
N -1.256043 -0.968457 1.223024 0.25 0.10 -0.28 -0.8425
C -1.173145 -1.100930 -0.226840 0.12 0.54 0.42 -0.2292
C -0.204185 -0.062584 -0.915916 -0.75 -0.67 0.36 -0.2566
N 0.366537 0.904836 0.034252 0.28 0.21 -0.65 -0.8467
I -0.565265 2.730338 0.060675 -0.02 -0.21 0.17 0.3802
S 2.000345 0.991851 0.048318 0.20 0.15 -0.11 2.5305
O 2.524232 2.144112 -0.604544 -0.18 -0.22 0.25 -0.9037
O 2.542204 -0.295763 -0.203958 -0.17 -0.03 0.02 -0.9038
F 2.166966 1.251070 1.572751 0.15 0.16 0.17 -0.4730
H -2.106856 -0.524621 1.523826 -0.07 -0.02 0.10 0.3641
H -1.134210 -1.845645 1.698452 -0.07 -0.05 0.07 0.3706
H -0.818464 -2.100196 -0.457714 -0.01 -0.08 -0.18 0.1974
H -2.159952 -0.968936 -0.667465 -0.05 -0.14 -0.19 0.1798
H -0.765748 0.466483 -1.678751 0.08 0.14 -0.15 0.1980
H 0.583582 -0.621556 -1.406110 0.25 0.13 0.01 0.2349

---

[6]
10
Properties=species:S:1:pos:R:3:forces:R:3:nbo_charge:R:1 method="wB97M-V/def2-TZVPD" e_above_lowest_kj_mol=299.8 spin_multiplicity=1 homo_lumo_gap_ev=10.80 total_energy_ha=-234.297160 lumo_ev=1.126 smiles=CCNF
C 0.390379 -1.057841 -0.500022 -0.62 2.80 1.96 -0.6281
C -0.229725 0.379348 -0.469015 0.93 -0.18 1.94 -0.2600
N -0.419656 0.622157 0.999394 4.58 -1.60 1.81 -0.2238
F -1.004414 1.827454 1.327928 -0.05 1.03 -0.45 -0.2630
H 0.322843 -1.190380 0.597308 0.22 -1.46 -0.63 0.2280
H -0.311140 -1.630016 -1.059754 0.30 -1.08 -0.40 0.2262
H 1.421986 -0.956931 -0.775519 0.32 -0.69 -0.58 0.2126
H 0.438890 1.107645 -0.945209 -0.97 0.14 -0.30 0.1911
H -1.255683 0.246752 -0.648715 -1.22 0.70 -1.94 0.2082
H 0.646521 0.651812 1.473605 -3.49 0.34 -1.41 0.3088

---

[7]
10
Properties=species:S:1:pos:R:3:forces:R:3:nbo_charge:R:1 method="wB97M-V/def2-TZVPD" e_above_lowest_kj_mol=76.4 spin_multiplicity=1 homo_lumo_gap_ev=10.38 total_energy_ha=-234.382241 lumo_ev=1.123 smiles=NCCF
N 0.874022 0.342895 1.045547 -2.38 -1.60 -0.45 -0.8264
C 0.928652 -0.302090 -0.308972 0.95 3.28 1.52 -0.2717
C -0.491783 -0.240872 -0.863969 0.23 -0.38 -0.92 0.0435
F -1.382751 0.237731 0.063915 -0.40 0.73 0.35 -0.3600
H 0.231215 -0.197866 1.655956 0.78 0.67 -0.46 0.3559
H 1.734001 0.444040 1.495344 1.65 -0.09 0.54 0.3563
H 1.516298 -1.175373 -0.403934 -0.19 -1.78 0.23 0.1810
H 1.598747 0.415823 -0.810903 -0.56 -0.09 -0.54 0.1836
H -0.936390 -1.223737 -1.053708 0.61 0.05 -0.82 0.1682
H -0.438479 0.455036 -1.739181 -0.68 -0.80 0.54 0.1696

---

[8]
11
Properties=species:S:1:pos:R:3:forces:R:3:nbo_charge:R:1 method="wB97M-V/def2-TZVPD" e_above_lowest_kj_mol=237.6 spin_multiplicity=1 homo_lumo_gap_ev=10.37 total_energy_ha=-309.575298 lumo_ev=0.989
C 0.773126 1.047917 0.958521 0.41 1.08 -2.50 -0.2591
C -0.130003 -1.502007 -1.067548 0.53 1.56 0.41 0.3591
N -1.123915 -0.788100 -0.565294 -2.36 -2.26 0.36 -0.8335
O 0.468123 1.464661 -0.413397 -1.26 1.15 2.21 -0.7466
F -0.481925 -2.790348 -1.123686 -0.56 0.11 -0.01 -0.3618
H 1.530190 1.643178 1.360878 1.25 1.19 0.57 0.1758
H 1.123399 0.091518 0.882533 1.04 -2.68 0.10 0.1811
H -0.010375 1.026970 1.643037 -2.01 0.37 0.59 0.1729
H -1.104011 0.213336 -0.312851 0.55 -0.88 -0.79 0.4483
H -2.030436 -1.342644 -0.372622 1.66 1.30 -0.17 0.3809
H 0.985828 0.935521 -0.989571 0.75 -0.94 -0.77 0.4829

---

[9]
11
Properties=species:S:1:pos:R:3:forces:R:3:nbo_charge:R:1 method="wB97M-V/def2-TZVPD" e_above_lowest_kj_mol=422.1 spin_multiplicity=1 homo_lumo_gap_ev=10.18 total_energy_ha=-596.163633 lumo_ev=0.177 smiles="C=P.OCF"
C 3.214761 -0.107456 -0.367740 -0.97 1.10 -0.35 -0.8014
P 1.925074 0.860856 -0.152554 -1.48 0.32 1.00 0.4428
H 3.803626 -0.088546 -1.226741 0.59 0.54 -1.71 0.2141
H 3.625815 -0.763547 0.277989 0.86 -2.19 2.45 0.2033
H 1.363336 0.442422 1.210440 1.01 0.23 -1.39 -0.0605
O -2.351171 -0.980626 -0.628296 -0.71 0.90 0.35 -0.7233
C -2.251838 0.024669 0.355888 2.86 -0.17 0.82 0.3414
F -2.978447 1.124482 0.013663 0.26 0.35 -0.45 -0.3569
H -2.704296 -0.553623 -1.440290 0.36 -0.34 0.80 0.4895
H -1.112088 0.229039 0.572577 -1.79 0.43 -1.24 0.1122
H -2.534769 -0.187673 1.385062 -0.96 -1.17 -0.28 0.1388

---

[10]
11
Properties=species:S:1:pos:R:3:forces:R:3:nbo_charge:R:1 method="wB97M-V/def2-TZVPD" e_above_lowest_kj_mol=418.7 spin_multiplicity=1 homo_lumo_gap_ev="7.62 / 8.62" total_energy_ha=-596.164912 lumo_ev="0.096 / -0.003"
C -0.608953 -1.441577 -0.622478 3.02 1.63 0.79 -0.2413
C 1.546528 0.994192 0.833871 -0.67 -1.82 -0.71 -0.6621
O -1.407897 -0.308447 -0.555091 -1.40 1.22 0.20 -0.8329
F -2.085556 1.943380 -0.590971 0.71 -0.67 1.33 -0.5947
P -1.467802 0.882447 0.528614 0.18 0.70 -1.48 1.2185
H 0.340723 -1.074842 -1.169644 -1.18 -1.11 0.69 0.1788
H -1.152961 -2.112535 -1.245030 -0.07 -1.12 0.10 0.2060
H -0.292986 -1.702327 0.437214 -0.47 -0.65 -1.48 0.1846
H 1.633455 0.751210 1.924335 -0.08 0.38 -1.36 0.1916
H 1.904421 1.910116 0.400085 -0.04 0.44 0.40 0.1815
H 1.591029 0.158381 0.059095 0.00 1.01 1.54 0.1700